Formula: CH3BrClN
Source: the OMol25 dataset
Level of theory: wB97M-V/def2-TZVPD

Values from the calculation:
total energy: -3128.79094 Eh
ΔE to the lowest compared entry with this formula, charge and spin: 45.4 kcal per mole
SMILES: ClCNBr

Structure (XYZ):
```
7
Properties=species:S:1:pos:R:3:forces:R:3:mulliken_charge:R:1
Cl 0.5621 -0.5745 2.0214 -0.33 -0.44 -1.01 -0.165
C 0.4512 -0.5454 0.2253 -3.13 2.26 0.16 -0.268
N -0.8896 0.5159 -0.1180 2.41 -1.47 1.63 -0.443
Br -1.1398 0.6245 -1.9551 0.16 0.01 -0.38 -0.053
H 1.3023 -0.0026 -0.0539 1.17 0.46 -0.74 0.300
H 0.3455 -1.5134 -0.3144 -0.38 0.81 0.81 0.335
H -0.6318 1.4954 0.1947 0.11 -1.63 -0.46 0.295
```
Forces are in eV/Å.

---

Formula: CH3BrFOP
Source: the OMol25 dataset
Level of theory: wB97M-V/def2-TZVPD

Values from the calculation:
total energy: -3130.27174 Eh
ΔE to the lowest compared entry with this formula, charge and spin: 124.3 kcal per mole

Structure (XYZ):
```
8
Properties=species:S:1:pos:R:3:forces:R:3:mulliken_charge:R:1
C 1.3314 -0.0225 -0.3334 0.57 -3.68 1.30 -0.478
O 0.6132 0.9634 0.2109 -2.08 0.69 0.89 -0.517
F -1.9554 -1.2294 0.0105 0.14 1.67 1.66 -0.209
P -1.8461 -0.0683 1.1876 1.65 -0.09 -2.85 0.570
Br -2.8010 1.6449 0.2169 0.25 -0.65 0.33 -0.006
H 0.9786 -0.4131 -1.3004 -0.02 0.28 -0.11 0.252
H 1.2099 -0.9538 0.4205 0.73 1.22 -1.55 0.140
H 2.4693 0.0788 -0.4126 -1.24 0.55 0.34 0.247
```
Forces are in eV/Å.

---

Formula: CH3BrN2
Source: the OMol25 dataset
Level of theory: wB97M-V/def2-TZVPD

Values from the calculation:
total energy: -2723.07449 Eh
ΔE to the lowest compared entry with this formula, charge and spin: 177.5 kcal per mole

Structure (XYZ):
```
7
Properties=species:S:1:pos:R:3:forces:R:3:mulliken_charge:R:1
C -0.0036 -0.7005 -0.4545 2.26 -1.77 -1.24 -0.729
N -0.9260 -1.0718 0.3223 -1.27 0.73 1.20 -0.261
N 0.6837 1.7064 0.8667 1.46 -1.26 -1.01 -0.466
Br -0.9481 1.4090 1.2134 -1.70 0.41 0.85 0.252
H 0.9057 0.2054 0.1529 -1.27 0.84 -0.01 0.460
H -0.2847 0.0262 -1.2515 0.24 0.26 0.53 0.441
H 0.5731 -1.5748 -0.8493 0.27 0.78 -0.32 0.304
```
Forces are in eV/Å.

---

Formula: CH3BrN4
Source: the OMol25 dataset
Level of theory: wB97M-V/def2-TZVPD

Values from the calculation:
total energy: -2832.76104 Eh
ΔE to the lowest compared entry with this formula, charge and spin: 39.5 kcal per mole

Structure (XYZ):
```
9
Properties=species:S:1:pos:R:3:forces:R:3:mulliken_charge:R:1
C -0.0610 -0.7422 -0.2307 -0.86 -1.55 -1.20 -0.129
N -1.0189 0.3030 -0.8091 -0.91 0.49 -1.25 -0.218
N -0.7850 1.4590 -0.4469 -0.34 -1.42 -1.15 0.041
N 0.0976 1.6792 0.4184 -0.94 -5.09 1.97 -0.138
N 0.8069 -0.0780 0.6070 0.31 2.30 1.75 -0.292
Br 2.5229 0.0928 -0.0787 0.50 -0.03 -0.28 -0.022
H -0.7884 -1.4795 0.2744 1.21 1.27 -0.14 0.212
H 0.4895 -1.3730 -1.0343 -1.18 1.39 0.80 0.285
H 0.6956 2.4180 0.4130 2.22 2.64 -0.50 0.262
```
Forces are in eV/Å.

---

Formula: CH3BrNO2
Source: the OMol25 dataset
Level of theory: wB97M-V/def2-TZVPD

Values from the calculation:
total energy: -2819.01007 Eh
ΔE to the lowest compared entry with this formula, charge and spin: 90.0 kcal per mole
total charge: -1

Structure (XYZ):
```
8
Properties=species:S:1:pos:R:3:forces:R:3:mulliken_charge:R:1
C 0.2129 -0.4072 0.0352 -1.23 -3.37 -2.79 -0.487
N 0.7123 -0.5483 -2.9681 1.64 2.68 2.19 -0.048
O 0.2301 0.4074 -2.3502 -0.08 -1.30 -2.18 -0.263
O 1.2809 -1.0747 0.1319 1.78 -0.33 -0.52 -0.636
Br -0.4783 -1.8564 -3.7806 -1.53 -0.91 -0.49 -0.278
H 0.0000 0.1618 0.8408 -1.04 2.90 2.72 0.336
H -0.6726 -1.0870 -0.2491 0.02 0.68 0.19 0.122
H 0.0639 0.2832 -1.0248 0.44 -0.36 0.89 0.254
```
Forces are in eV/Å.

---

Formula: CH3BrO2
Source: the OMol25 dataset
Level of theory: wB97M-V/def2-TZVPD

Values from the calculation:
total energy: -2764.22447 Eh
ΔE to the lowest compared entry with this formula, charge and spin: 104.1 kcal per mole

Structure (XYZ):
```
7
Properties=species:S:1:pos:R:3:forces:R:3:mulliken_charge:R:1
C 0.4413 0.2182 0.7666 -2.91 0.17 -1.86 -0.225
O -1.2845 -0.2410 -1.1707 1.21 -0.49 -1.31 -0.329
O -1.0506 -0.6671 0.1324 3.58 1.20 1.08 -0.260
Br 1.7252 0.5700 -0.6783 -1.13 -0.46 1.24 -0.083
H -0.0624 1.1331 1.1145 0.41 -0.28 -0.64 0.253
H 0.8455 -0.2935 1.6173 0.20 -0.91 -0.15 0.308
H -0.6145 -0.7197 -1.7817 -1.35 0.77 1.65 0.337
```
Forces are in eV/Å.

---

Formula: CH3BrO3
Source: the OMol25 dataset
Level of theory: wB97M-V/def2-TZVPD

Values from the calculation:
total energy: -2839.61096 Eh
ΔE to the lowest compared entry with this formula, charge and spin: 0.0 kcal per mole
SMILES: OC(O)(O)Br

Structure (XYZ):
```
8
Properties=species:S:1:pos:R:3:forces:R:3:mulliken_charge:R:1
O 0.2673 1.0930 -0.6905 0.08 1.58 2.49 -0.481
C 0.0532 -0.0774 -0.0144 -1.80 2.71 -1.02 0.646
O 0.4065 -0.1305 1.2262 0.58 1.91 1.28 -0.404
O 0.3641 -1.0732 -0.7603 -1.93 -3.56 2.55 -0.386
Br -2.3878 -0.0149 0.1093 1.30 -0.23 0.01 -0.427
H 0.1726 1.9386 -0.0919 0.04 -2.65 -1.43 0.381
H 0.2835 -0.9472 1.6839 -0.41 -1.15 0.07 0.372
H 0.8406 -0.7883 -1.4622 2.13 1.39 -3.95 0.299
```
Forces are in eV/Å.

---

Formula: CH3BrOS
Source: the OMol25 dataset
Level of theory: wB97M-V/def2-TZVPD

Values from the calculation:
total energy: -3087.16318 Eh
ΔE to the lowest compared entry with this formula, charge and spin: 94.1 kcal per mole

Structure (XYZ):
```
7
Properties=species:S:1:pos:R:3:forces:R:3:mulliken_charge:R:1
C -0.9725 -0.0295 -0.1046 -1.01 0.91 1.13 0.046
O -0.3500 -1.0881 -0.4851 0.17 -0.24 -0.16 -0.390
S 2.3998 -1.1005 0.1122 -1.09 -0.85 -0.39 -0.086
Br 2.1026 0.8985 0.4785 -0.62 0.99 0.08 0.058
H -1.7219 -0.1100 0.8709 2.23 0.34 -1.92 0.231
H -1.4697 0.6992 -0.8596 0.68 -1.23 0.37 0.231
H 0.0117 0.7304 -0.0123 -0.35 0.08 0.89 -0.090
```
Forces are in eV/Å.

---

Formula: CH3Cl2N
Source: the OMol25 dataset
Level of theory: wB97M-V/def2-TZVPD

Values from the calculation:
total energy: -1014.85857 Eh
ΔE to the lowest compared entry with this formula, charge and spin: 77.5 kcal per mole

Structure (XYZ):
```
7
Properties=species:S:1:pos:R:3:forces:R:3:mulliken_charge:R:1
C 0.7036 -0.0553 -1.1083 -1.25 -0.18 0.39 -0.503
N -0.4152 0.5990 1.2100 0.20 -0.47 0.36 -0.369
Cl 0.6313 -1.6555 -0.6480 0.79 -0.25 -0.89 -0.081
Cl -0.8713 -0.9471 1.6572 -0.03 -0.16 0.89 -0.002
H 1.4649 0.6285 -0.9639 2.46 0.22 0.42 0.365
H -0.1720 0.5213 -1.1066 -1.75 -0.07 -0.63 0.312
H -1.3412 0.9090 0.9597 -0.42 0.91 -0.53 0.279
```
Forces are in eV/Å.

---

Formula: CH3Cl2N4
Source: the OMol25 dataset
Level of theory: wB97M-V/def2-TZVPD

Values from the calculation:
total energy: -1178.70920 Eh
ΔE to the lowest compared entry with this formula, charge and spin: 41.6 kcal per mole
spin multiplicity: 3
expectation value of S²: 2.0104
total charge: +1

Structure (XYZ):
```
10
Properties=species:S:1:pos:R:3:forces:R:3:lowdin_spin:R:1
C 0.3682 0.8082 -0.5784 -1.03 2.26 -1.44 0.266
N 1.2427 -0.1767 -0.4112 -1.04 0.52 0.30 0.316
N -0.5919 -0.4227 1.0095 -0.02 2.37 0.73 0.176
N -0.7470 0.6881 0.1644 2.63 -2.06 3.53 0.498
N 0.5011 -1.1434 0.6520 1.92 -0.80 -2.44 0.019
Cl -2.2973 1.3677 -0.2261 -3.17 0.97 -1.02 0.604
Cl -0.1985 -2.5057 -0.2960 0.67 0.25 0.10 0.083
H 0.2707 1.7366 -1.2319 1.21 -1.61 0.59 0.008
H -0.5673 -0.1817 2.0590 -0.31 -0.22 -1.83 0.019
H 2.0192 -0.1707 -1.1414 -0.85 -1.67 1.48 0.011
```
Forces are in eV/Å.